(1)
{
  "formula": "C3FO3Tm",
  "method": "ωB97M-V with the def2-TZVPD basis set",
  "total_charge": 0,
  "e_homo_ev": [-7.757, -8.433],
  "spin_multiplicity": 3,
  "lumo_ev": [-1.026, -2.431],
  "orbital_gap_ha": [0.2474, 0.2206],
  "species": ["C", "C", "O", "F", "Tm", "O", "C", "O"],
  "xyz": [[0.047, -0.447, -1.766], [0.567, -0.053, -0.722], [1.014, 0.127, 0.445], [-0.214, -0.292, -3.046], [-1.622, -3.318, -0.460], [-0.803, 1.660, 1.201], [0.205, 1.179, 1.652], [0.805, 1.144, 2.696]],
  "lowdin_spin": [0.043, 0.030, 0.019, 0.004, 1.902, 0.001, 0.001, 0.000]
}

(2)
{
  "formula": "C3H10Cl3NPSi",
  "method": "ωB97M-V with the def2-TZVPD basis set",
  "de_lowest_kcal_mol": 39.5,
  "total_charge": 1,
  "e_homo_ev": -13.579,
  "lumo_ev": -6.586,
  "orbital_gap_ha": 0.2570,
  "species": ["C", "C", "C", "N", "Si", "P", "Cl", "Cl", "Cl", "H", "H", "H", "H", "H", "H", "H", "H", "H", "H"],
  "xyz": [[1.807, 0.022, 0.264], [-0.636, 0.138, -1.662], [-1.285, -1.065, 0.881], [-0.258, 1.702, 0.988], [-0.102, 0.223, 0.187], [-2.251, 2.815, 0.852], [-3.691, 1.561, 0.896], [-2.686, 3.941, -0.754], [-2.420, 4.079, 2.404], [2.322, 0.463, 1.181], [2.220, -0.989, -0.076], [2.267, 0.630, -0.478], [-0.302, -0.710, -2.207], [-1.714, 0.124, -1.634], [-0.365, 0.925, -2.195], [-2.359, -0.826, 0.942], [-1.186, -1.864, 0.157], [-0.823, -1.424, 1.906], [0.274, 2.597, 0.868]],
  "lowdin_charge": [-0.156, -0.151, -0.196, -0.106, 0.358, -0.224, 0.445, 0.348, 0.362, 0.056, 0.076, 0.007, 0.039, 0.024, -0.032, -0.009, 0.027, 0.082, 0.049]
}

(3)
{
  "formula": "C3H10ClN2",
  "method": "ωB97M-V with the def2-TZVPD basis set",
  "de_lowest_kcal_mol": 8.0,
  "total_charge": 1,
  "e_homo_ev": -14.853,
  "lumo_ev": -3.413,
  "orbital_gap_ha": 0.4204,
  "species": ["C", "C", "Cl", "C", "N", "N", "H", "H", "H", "H", "H", "H", "H", "H", "H", "H"],
  "xyz": [[0.100, -0.788, 1.513], [-0.740, -0.767, 0.304], [-0.427, -2.276, -0.703], [-0.461, 0.417, -0.572], [-0.385, 1.556, 0.129], [0.922, 0.280, -1.465], [-0.104, 0.119, 2.036], [1.171, -0.886, 1.122], [-0.115, -1.575, 2.184], [-1.748, -0.787, 0.816], [-1.312, 0.359, -1.265], [0.028, 1.433, 1.070], [-0.795, 2.469, -0.109], [0.891, -0.388, -2.330], [1.569, -0.291, -0.950], [1.405, 1.124, -1.779]],
  "lowdin_charge": [-0.129, -0.663, 0.649, -0.417, 0.088, 0.192, 0.071, 0.114, 0.087, 0.159, 0.160, 0.105, 0.144, 0.181, 0.102, 0.156]
}

(4)
{
  "formula": "C3H10ClN3",
  "method": "ωB97M-V with the def2-TZVPD basis set",
  "de_lowest_kcal_mol": 0.0,
  "total_charge": 2,
  "e_homo_ev": -18.930,
  "lumo_ev": -8.345,
  "orbital_gap_ha": 0.3890,
  "species": ["C", "C", "C", "N", "N", "N", "Cl", "H", "H", "H", "H", "H", "H", "H", "H", "H", "H"],
  "xyz": [[2.080, -1.254, -1.624], [-0.242, 0.074, 0.581], [-1.328, 0.741, 1.411], [-2.296, -0.014, 1.687], [2.305, -1.007, -2.843], [-1.127, 1.953, 1.838], [-0.740, 0.099, -1.108], [1.074, -1.597, -1.364], [-0.133, -1.004, 0.856], [-3.067, 0.440, 2.241], [-2.438, -0.939, 1.266], [1.633, -1.451, -3.548], [3.158, -0.603, -3.378], [0.675, 0.580, 0.809], [2.757, -0.829, -0.760], [-1.972, 2.270, 2.316], [-0.340, 2.541, 1.619]],
  "lowdin_charge": [0.072, -0.489, -0.487, 0.243, 0.171, 0.262, 0.693, 0.058, 0.110, 0.194, 0.172, 0.196, 0.221, 0.086, 0.176, 0.163, 0.160]
}

(5)
{
  "formula": "C3H10FNP",
  "method": "ωB97M-V with the def2-TZVPD basis set",
  "de_lowest_kcal_mol": 93.7,
  "total_charge": 1,
  "e_homo_ev": [-14.912, -11.671],
  "lumo_ev": [-3.570, -8.112],
  "orbital_gap_ha": [0.4168, 0.1308],
  "species": ["C", "C", "C", "N", "F", "P", "H", "H", "H", "H", "H", "H", "H", "H", "H", "H"],
  "xyz": [[-1.040, 0.689, 3.724], [-0.172, -1.734, -0.925], [1.295, 0.578, -1.163], [0.466, 0.928, -2.212], [-1.019, 0.504, 0.113], [0.354, -0.402, 0.189], [-1.113, 0.018, 2.832], [-0.980, 0.275, 4.697], [-0.663, -1.382, -1.857], [0.707, -2.325, -1.167], [-1.040, -2.200, -0.479], [2.099, -0.167, -1.493], [1.638, 1.349, -0.646], [0.194, 1.851, -2.390], [0.107, 0.192, -2.760], [-0.832, 1.826, 3.537]],
  "lowdin_charge": [0.087, -0.259, -0.320, 0.182, -0.297, 1.053, -0.052, -0.032, 0.057, 0.061, 0.055, 0.157, 0.040, 0.128, 0.102, 0.038]
}

(6)
{
  "formula": "C3H10INOP",
  "method": "ωB97M-V with the def2-TZVPD basis set",
  "de_lowest_kcal_mol": 88.9,
  "total_charge": 1,
  "e_homo_ev": [-12.945, -12.734],
  "lumo_ev": [-4.376, -6.312],
  "orbital_gap_ha": [0.3149, 0.2360],
  "species": ["C", "C", "C", "N", "O", "P", "I", "H", "H", "H", "H", "H", "H", "H", "H", "H", "H"],
  "xyz": [[-0.850, -0.168, -1.457], [0.321, 2.118, 2.386], [0.688, -0.366, -1.288], [1.004, -1.768, -0.931], [1.636, 2.296, -1.025], [1.436, 1.097, -0.247], [3.651, -0.204, 0.154], [-1.130, 0.718, -1.920], [-1.238, -0.990, -2.039], [-1.309, -0.351, -0.515], [0.880, 1.527, 2.982], [0.492, 3.190, 2.131], [-0.525, 1.700, 1.869], [1.266, -0.247, -2.187], [1.192, -2.366, -1.747], [0.205, -1.996, -0.453], [1.899, -1.702, -0.352]],
  "lowdin_charge": [-0.051, 0.172, -0.498, 0.135, -0.406, 0.516, 0.521, 0.073, 0.088, 0.075, -0.035, 0.052, -0.024, 0.106, 0.188, 0.111, -0.024]
}

(7)
{
  "formula": "C3H10N",
  "method": "ωB97M-V with the def2-TZVPD basis set",
  "de_lowest_kcal_mol": 68.0,
  "total_charge": 1,
  "e_homo_ev": -12.978,
  "lumo_ev": -4.561,
  "orbital_gap_ha": 0.3093,
  "species": ["N", "H", "H", "H", "H", "C", "C", "C", "H", "H", "H", "H", "H", "H"],
  "xyz": [[1.582, 0.205, 2.124], [2.192, 0.235, 3.008], [0.768, -0.484, 2.311], [1.267, 1.147, 2.094], [1.946, -0.446, 1.404], [-1.762, -0.651, -0.465], [-0.422, -0.397, -1.188], [0.232, 0.821, -1.365], [-2.492, 0.231, -0.958], [-2.323, -1.547, -0.667], [-1.765, -0.666, 0.695], [0.090, -1.269, -1.633], [0.953, 0.929, -2.046], [-0.004, 1.791, -0.963]],
  "lowdin_charge": [0.292, 0.192, 0.191, 0.131, 0.164, -0.132, -0.219, -0.010, 0.144, 0.041, 0.072, 0.089, -0.004, 0.049]
}

(8)
{
  "formula": "C3H10N",
  "method": "ωB97M-V with the def2-TZVPD basis set",
  "de_lowest_kcal_mol": 142.7,
  "total_charge": 1,
  "e_homo_ev": -13.933,
  "lumo_ev": -8.065,
  "orbital_gap_ha": 0.2157,
  "species": ["C", "C", "C", "N", "H", "H", "H", "H", "H", "H", "H", "H", "H", "H"],
  "xyz": [[-0.512, 0.080, -0.639], [0.496, -0.068, 0.529], [-0.086, 0.420, 1.857], [0.002, -0.712, -1.783], [-1.266, -0.625, -0.269], [-0.812, 1.065, -1.088], [1.436, 0.530, 0.198], [0.864, -1.118, 0.614], [0.543, 0.212, 2.715], [0.044, 1.555, 1.797], [-1.135, 0.201, 2.018], [0.800, -0.274, -2.256], [0.831, 1.638, 0.712], [-0.694, -0.722, -2.528]],
  "lowdin_charge": [-0.268, -0.239, -0.035, -0.019, 0.129, 0.145, 0.162, 0.165, 0.114, 0.104, 0.116, 0.082, 0.457, 0.087]
}